# C17H9AuCl4O3S5

A molecular structure, C17H9AuCl4O3S5 (ωB97M-V with the def2-TZVPD basis set, the Open Molecules 2025 dataset).

Computed properties:
charge: 0
Kohn-Sham gap (spin up / spin down): 4.394 / 4.937 eV

The geometry in XYZ format:
```
39
Properties=species:S:1:pos:R:3:mulliken_charge:R:1
Au -0.96 0.55 0.32 1.304
Cl -8.22 0.07 -0.02 -0.227
C -6.58 0.56 -0.03 0.565
C -5.58 -0.38 0.19 -0.974
C -4.26 0.01 0.17 0.717
Cl -3.02 -1.16 0.46 -0.256
C -3.86 1.35 -0.07 0.141
O -2.65 1.76 -0.13 -0.960
C -4.93 2.28 -0.27 0.364
Cl -4.50 3.91 -0.52 -0.206
C -6.25 1.90 -0.25 -0.753
H -5.84 -1.42 0.37 0.419
H -7.03 2.63 -0.41 0.435
Cl 5.13 -3.72 1.15 -0.240
C 3.68 -2.78 1.25 0.320
C 3.37 -2.14 2.45 -0.649
C 2.24 -1.37 2.54 -0.295
C 1.36 -1.18 1.44 0.447
O 0.34 -0.44 1.64 -0.953
C 1.70 -1.84 0.22 0.869
C 0.95 -1.70 -0.99 -0.384
O -0.03 -1.01 -1.23 -0.525
C 2.87 -2.63 0.16 -0.960
H 4.02 -2.24 3.31 0.541
H 2.00 -0.86 3.46 0.439
H 1.35 -2.31 -1.82 0.314
H 3.11 -3.12 -0.77 0.389
C 1.63 1.48 -3.35 -0.879
S 2.98 0.51 -2.63 0.051
C 3.08 0.92 -0.94 -0.019
C 2.21 1.55 -0.11 0.259
S 0.70 2.28 -0.50 -0.180
S 2.73 1.70 1.57 -0.087
C 4.25 0.88 1.41 0.112
S 5.28 0.63 2.66 -0.092
S 4.58 0.35 -0.22 -0.059
H 1.79 1.41 -4.42 0.402
H 1.69 2.51 -3.01 0.332
H 0.67 1.04 -3.07 0.284
```



# C18H10AuBCl2F4N4O2

A molecular structure, C18H10AuBCl2F4N4O2 (ωB97M-V with the def2-TZVPD basis set, the Open Molecules 2025 dataset).

Computed properties:
relative energy (zero: lowest compared OMol25 entry of this formula, charge and spin): 0.0 kJ/mol
expectation value of S²: 2.03
charge: 0
Kohn-Sham gap (spin up / spin down): 7.297 / 6.565 eV
2S+1: 3

The geometry in XYZ format:
```
42
Properties=species:S:1:pos:R:3:mulliken_charge:R:1
Au 0.69 -0.01 0.08 1.148
Cl -6.44 -1.62 -0.90 -0.182
C -4.96 -0.90 -0.38 0.136
C -3.79 -1.35 -0.90 -0.679
C -2.55 -0.79 -0.47 0.029
N -1.36 -1.08 -0.95 -0.126
C -1.06 -1.88 -2.01 -0.075
O -1.62 -2.88 -2.41 -0.629
C 0.16 -1.32 -2.72 0.811
C 0.40 -1.69 -4.02 -0.689
C 1.47 -1.11 -4.69 -0.160
C 2.26 -0.18 -4.03 -0.825
C 1.96 0.13 -2.72 -0.066
N 0.93 -0.42 -2.07 -0.224
C -2.55 0.26 0.54 0.287
C -3.79 0.70 1.04 -0.746
C -4.96 0.14 0.60 0.219
Cl -6.44 0.73 1.23 -0.176
N -1.34 0.71 0.95 -0.297
C -1.16 1.65 1.93 -0.120
O -1.92 2.51 2.29 -0.647
C 0.16 1.44 2.64 0.867
C 0.37 1.99 3.88 -0.634
C 1.54 1.68 4.56 -0.189
C 2.46 0.83 3.96 -0.844
C 2.19 0.32 2.71 -0.060
N 1.05 0.63 2.07 -0.201
H -3.78 -2.14 -1.63 0.612
H -0.24 -2.42 -4.48 0.461
H 1.68 -1.38 -5.72 0.429
H 3.11 0.28 -4.51 0.410
H 2.59 0.81 -2.15 0.488
H -3.82 1.50 1.76 0.659
H -0.38 2.65 4.30 0.471
H 1.74 2.10 5.54 0.421
H 3.39 0.57 4.45 0.414
H 2.89 -0.32 2.19 0.675
F 2.92 -0.65 0.00 -0.419
B 4.29 -0.01 0.00 0.535
F 5.11 -0.87 -0.71 -0.315
F 4.15 1.25 -0.61 -0.401
F 4.66 0.12 1.34 -0.371
```



# C18H10BrCuF8N2O5S

A molecular structure, C18H10BrCuF8N2O5S (ωB97M-V with the def2-TZVPD basis set, the Open Molecules 2025 dataset).

Computed properties:
relative energy (zero: lowest compared OMol25 entry of this formula, charge and spin): 0.0 kJ/mol
charge: -2
Kohn-Sham gap: 5.546 eV

The geometry in XYZ format:
```
46
Properties=species:S:1:pos:R:3:mulliken_charge:R:1
Cu -0.04 0.21 0.34 0.130
F 0.38 2.42 2.66 -0.281
C 0.25 1.17 3.17 1.494
C 0.08 0.07 2.35 -1.910
C -0.04 -1.13 3.03 1.641
F -0.21 -2.30 2.36 -0.351
C 0.00 -1.26 4.41 -0.331
F -0.13 -2.46 5.03 -0.339
C 0.17 -0.12 5.18 0.953
F 0.22 -0.21 6.54 -0.360
C 0.30 1.11 4.56 -0.231
F 0.48 2.21 5.33 -0.342
C -3.01 -1.45 0.79 -1.132
C -2.23 -1.84 -0.42 0.470
N -1.07 -1.37 -0.77 0.226
C -0.74 -1.96 -1.96 -0.418
C -1.72 -2.83 -2.32 -0.629
N -2.67 -2.75 -1.32 -0.030
H -2.44 -0.71 1.34 0.012
H -3.19 -2.32 1.42 0.388
H -3.95 -0.97 0.50 0.358
H 0.16 -1.69 -2.48 0.320
H -1.84 -3.46 -3.17 0.400
H -3.56 -3.22 -1.27 0.167
Br -6.21 5.33 -2.35 -0.277
C -4.37 4.87 -2.12 0.114
C -3.40 5.76 -2.56 -0.342
C -2.07 5.41 -2.39 -0.522
C -1.72 4.21 -1.80 -0.517
C -2.71 3.33 -1.37 -0.018
C -4.05 3.67 -1.53 -0.309
C -2.33 1.98 -0.72 0.437
O -3.27 1.27 -0.34 -0.701
O -1.09 1.80 -0.64 -0.726
H -3.69 6.69 -3.02 0.365
H -1.29 6.09 -2.72 0.390
H -0.70 3.91 -1.67 0.494
H -4.80 2.97 -1.19 0.530
F 3.93 2.39 -1.07 -0.258
C 3.05 1.97 -2.00 0.553
F 1.89 2.62 -1.80 -0.180
F 3.54 2.38 -3.20 -0.270
S 2.79 0.13 -1.95 1.131
O 4.13 -0.39 -1.96 -0.698
O 2.01 -0.10 -3.15 -0.744
O 2.08 -0.05 -0.70 -0.657
```



# C18H10BrF4IrO4PS

A molecular structure, C18H10BrF4IrO4PS (ωB97M-V with the def2-TZVPD basis set, the Open Molecules 2025 dataset).

Computed properties:
relative energy (zero: lowest compared OMol25 entry of this formula, charge and spin): 0.0 kJ/mol
charge: +1
Kohn-Sham gap: 7.525 eV

The geometry in XYZ format:
```
40
Properties=species:S:1:pos:R:3:mulliken_charge:R:1
Ir -2.41 0.67 0.78 1.153
F 0.23 2.67 -5.39 -0.247
C 0.10 2.11 -4.21 0.640
C 1.14 1.35 -3.68 0.134
F 2.25 1.18 -4.36 -0.253
C 0.99 0.76 -2.43 0.382
F 2.00 0.05 -1.94 -0.348
C -0.17 0.92 -1.69 -0.363
P -0.40 0.14 -0.08 -0.029
C 0.84 0.82 1.01 0.858
C 1.04 0.16 2.23 -0.425
C 1.91 0.71 3.16 -0.791
C 2.56 1.90 2.88 -0.437
C 2.34 2.56 1.68 -0.818
C 1.48 2.03 0.74 -0.458
C -0.22 -1.62 -0.25 1.171
C -1.33 -2.43 -0.45 -0.441
C -1.17 -3.80 -0.60 -0.776
C 0.10 -4.35 -0.55 -0.472
C 1.22 -3.55 -0.35 -0.834
C 1.07 -2.18 -0.20 -0.162
C -1.17 1.69 -2.25 0.323
Br -2.77 1.94 -1.21 -0.067
C -1.07 2.28 -3.48 0.354
F -2.05 3.02 -3.97 -0.299
H 0.53 -0.77 2.44 0.471
H 2.07 0.20 4.10 0.430
H 3.23 2.33 3.61 0.424
H 2.85 3.50 1.47 0.436
H 1.30 2.55 -0.20 0.410
H -2.33 -2.00 -0.47 0.223
H -2.03 -4.43 -0.75 0.438
H 0.23 -5.42 -0.67 0.424
H 2.21 -3.99 -0.30 0.427
H 1.93 -1.56 -0.02 0.402
O -2.69 -0.78 4.14 -0.506
S -3.36 0.07 3.23 1.130
O -4.59 0.67 3.57 -0.516
O -2.39 1.18 2.64 -0.499
O -3.48 -0.58 1.81 -0.490
```



# C18H10Cl2MoN4O6S

A molecular structure, C18H10Cl2MoN4O6S (ωB97M-V with the def2-TZVPD basis set, the Open Molecules 2025 dataset).

Computed properties:
relative energy (zero: lowest compared OMol25 entry of this formula, charge and spin): 48.2 kJ/mol
charge: 0
Kohn-Sham gap (spin up / spin down): 5.959 / 5.964 eV

The geometry in XYZ format:
```
42
Properties=species:S:1:pos:R:3:mulliken_charge:R:1
Mo -0.05 0.12 -0.06 1.608
Cl 6.09 -3.03 1.21 -0.207
C 4.56 -2.64 0.52 0.054
C 3.80 -1.65 1.11 -0.797
C 2.56 -1.30 0.58 0.320
N 1.67 -0.33 1.04 -0.186
C 2.04 0.37 2.15 0.128
O 3.06 0.27 2.82 -0.738
C 1.00 1.34 2.56 0.526
C 1.24 2.18 3.65 -0.553
C 0.24 3.04 4.06 -0.351
C -0.96 3.01 3.37 -0.872
C -1.11 2.14 2.30 -0.131
N -0.14 1.32 1.88 0.019
C 2.09 -1.97 -0.57 -0.066
C 2.88 -2.95 -1.16 -0.733
C 4.11 -3.29 -0.62 0.043
Cl 5.07 -4.47 -1.41 -0.210
N 0.84 -1.49 -1.00 -0.403
C 0.39 -1.96 -2.22 0.140
O 0.90 -2.79 -2.94 -0.702
C -0.90 -1.34 -2.60 0.547
C -1.53 -1.74 -3.77 -0.561
C -2.78 -1.22 -4.07 -0.420
C -3.35 -0.36 -3.13 -0.784
C -2.65 -0.02 -1.99 -0.120
N -1.41 -0.47 -1.71 -0.088
H 4.18 -1.14 1.98 0.808
H 2.20 2.11 4.14 0.464
H 0.38 3.70 4.91 0.446
H -1.78 3.65 3.64 0.400
H -2.04 2.13 1.76 0.669
H 2.56 -3.44 -2.07 0.795
H -1.02 -2.44 -4.41 0.466
H -3.30 -1.49 -4.98 0.456
H -4.33 0.05 -3.29 0.409
H -3.11 0.63 -1.27 0.598
O 0.41 2.06 -0.65 -0.559
S -1.06 2.50 -0.82 1.523
O -1.32 3.73 -0.14 -0.623
O -1.68 1.32 -0.05 -0.690
O -1.42 2.39 -2.20 -0.624
```



# C18H10Cl2N4O2Tb

A molecular structure, C18H10Cl2N4O2Tb (ωB97M-V with the def2-TZVPD basis set, the Open Molecules 2025 dataset).

Computed properties:
expectation value of S²: 12.78
charge: +1
Kohn-Sham gap (spin up / spin down): 5.847 / 6.629 eV
2S+1: 7

The geometry in XYZ format:
```
37
Properties=species:S:1:pos:R:3:mulliken_charge:R:1
Tb 0.41 -0.41 0.00 1.641
Cl -3.32 5.59 0.00 -0.188
C -2.93 3.91 0.00 0.092
C -1.59 3.55 0.00 -0.786
C -1.22 2.21 0.00 0.064
N 0.14 1.75 0.00 -0.247
C 1.22 2.60 0.00 0.229
O 1.22 3.81 0.00 -0.673
C 2.58 1.90 0.00 0.651
C 3.72 2.68 0.00 -0.650
C 4.95 2.05 0.00 -0.236
C 5.01 0.66 0.00 -0.854
C 3.83 -0.05 0.00 0.018
N 2.63 0.56 0.00 -0.276
C -2.22 1.22 0.00 0.073
C -3.55 1.59 0.00 -0.787
C -3.91 2.93 0.00 0.089
Cl -5.59 3.32 0.00 -0.188
N -1.75 -0.14 0.00 -0.246
C -2.60 -1.22 0.00 0.228
O -3.81 -1.22 0.00 -0.672
C -1.90 -2.58 0.00 0.656
C -2.68 -3.72 0.00 -0.676
C -2.05 -4.95 0.00 -0.230
C -0.66 -5.01 0.00 -0.864
C 0.05 -3.83 0.00 0.028
N -0.56 -2.63 0.00 -0.273
H -0.85 4.32 0.00 0.770
H 3.61 3.75 0.00 0.505
H 5.87 2.63 0.00 0.453
H 5.96 0.13 0.00 0.400
H 3.84 -1.13 0.00 0.405
H -4.32 0.85 0.00 0.770
H -3.75 -3.61 0.00 0.505
H -2.63 -5.87 0.00 0.458
H -0.13 -5.96 0.00 0.403
H 1.13 -3.84 0.00 0.409
```



no.,E (Ha)
1,-4846.25501
2,-2542.03358
3,-6589.39480
4,-4809.91714
5,-2749.25123
6,-2806.17086